2 unconnected molecules or ions with the total composition C9H22NO9PS at a distorted geometry, computed with ωB97M-V with the def2-TZVPD basis set.

As for the structure (SMILES): CCOCCOOC(=O)N(C)P(O)O.CCOS(C)(=O)=O. Its net charge is 0. The calculation puts the energy above the lowest of the compared OMol25 structures with the same formula, charge and spin at 218.5 kcal/mol.

Last column: Mulliken charge in e.
Element x y z (Å)
C1 3.396 -3.643 -1.295  -0.81
C2 3.698 -2.011 -1.239  -0.35
O1 2.732 -1.324 -0.361  -0.33
C3 1.523 -0.974 -1.178  -0.32
C4 0.239 -1.583 -0.298  -0.32
O2 -0.610 -0.468 0.223  -0.15
O3 -1.663 -0.420 -0.579  -0.08
C5 -2.756 -1.226 -0.011  0.48
O4 -3.073 -0.987 1.290  -0.57
N1 -3.521 -2.329 -0.707  0.07
C6 -4.758 -2.757 0.055  -0.71
P1 -3.933 -1.937 -2.396  0.17
O5 -5.621 -2.316 -2.738  -0.50
O6 -3.768 -0.243 -2.763  -0.48
H1 3.083 -4.025 -0.233  0.22
H2 4.394 -4.228 -1.573  0.33
H3 2.607 -3.862 -2.132  0.21
H4 4.776 -1.869 -0.803  0.30
H5 3.724 -1.592 -2.346  0.29
H6 1.459 0.195 -1.310  0.19
H7 1.525 -1.554 -2.221  0.32
H8 0.665 -2.265 0.585  0.22
H9 -0.375 -2.288 -1.040  0.23
H10 -4.525 -3.167 1.148  0.27
H11 -5.613 -1.942 0.047  0.32
H12 -5.211 -3.692 -0.531  0.31
H13 -5.607 -3.122 -3.333  0.36
H14 -3.474 -0.222 -3.742  0.35
C7 -0.121 2.265 1.161  -0.62
C8 -0.113 3.712 1.618  -0.59
O7 0.983 3.978 2.482  -0.25
S1 2.465 4.159 1.831  1.19
C9 3.259 4.831 3.270  -0.95
O8 2.411 5.185 0.812  -0.64
O9 3.023 2.848 1.574  -0.57
H15 0.733 2.053 0.511  0.15
H16 -1.034 2.039 0.604  0.34
H17 -0.049 1.587 2.018  0.28
H18 -0.111 4.397 0.764  0.35
H19 -1.027 3.910 2.188  0.30
H20 2.812 5.798 3.503  0.33
H21 4.321 4.953 3.043  0.37
H22 3.135 4.133 4.101  0.31

C9H23BFN2O4P in the gas phase, computed with ωB97M-V with the def2-TZVPD basis set.

As for the structure (SMILES): CCCOCP(F)(OCC)(B(N)O)N(C)C(C)=O. Its net charge is 0.

Last column: Mulliken charge in e.
Element x y z (Å)
C1 1.841 2.568 -2.430  -1.30
C2 0.677 1.708 -2.912  0.12
C3 -0.662 2.240 -2.428  -0.65
O1 -0.885 1.988 -1.044  -0.39
C4 -1.296 0.683 -0.749  -1.11
P1 -0.680 -0.014 0.837  0.78
F1 0.359 1.355 1.101  -0.59
O2 -1.764 -1.316 0.787  -0.66
C5 -2.112 -2.144 -0.320  -0.37
C6 -0.963 -2.780 -1.090  -0.93
B1 -1.562 0.605 2.437  0.46
N1 -1.082 0.288 3.749  -0.57
O3 -2.702 1.360 2.258  -0.58
N2 0.700 -1.026 0.868  0.64
C7 0.710 -2.157 1.801  -1.21
C8 1.944 -0.435 0.508  0.71
C9 3.000 -0.184 1.555  -1.37
O4 2.126 -0.114 -0.636  -0.54
H1 2.781 2.021 -2.496  0.34
H2 1.697 2.845 -1.384  0.22
H3 1.942 3.470 -3.038  0.42
H4 0.814 0.686 -2.555  0.00
H5 0.656 1.649 -4.005  0.42
H6 -1.492 1.846 -3.029  0.32
H7 -0.687 3.328 -2.518  0.40
H8 -1.037 -0.012 -1.552  0.63
H9 -2.383 0.671 -0.594  0.45
H10 -2.769 -1.590 -0.998  0.30
H11 -2.725 -2.944 0.101  0.37
H12 -0.467 -3.543 -0.490  0.23
H13 -1.371 -3.265 -1.979  0.37
H14 -0.200 -2.068 -1.403  0.24
H15 -1.685 -0.273 4.337  0.25
H16 -0.143 -0.091 3.767  0.26
H17 -2.538 2.280 2.031  0.32
H18 1.559 -2.098 2.480  0.38
H19 0.785 -3.105 1.264  0.18
H20 -0.204 -2.181 2.388  0.42
H21 2.793 -0.601 2.536  0.37
H22 3.066 0.900 1.649  0.28
H23 3.960 -0.553 1.195  0.39

no.,HOMO-LUMO gap (eV),HOMO level (hartree)
1,9.25,-0.3300
2,9.76,-0.3369